# 1
Computed, not measured: a single C7H9N molecule, with ωB97M-V/def2-TZVPD.

Geometry as XYZ:
```
17
C7H9N (ωB97M-V/def2-TZVPD)
H -1.769 2.887 -1.641
H 1.063 -1.678 -0.712
H 1.519 -1.639 2.440
C 0.114 -1.018 1.011
C -1.440 0.821 1.231
C 0.474 -1.010 -0.288
C -0.766 2.470 -1.235
H 0.078 -0.264 -2.152
N -0.700 -0.069 1.490
H -0.477 2.812 -0.243
H 1.099 0.735 -1.586
H 1.087 -3.021 1.373
H -0.173 -2.448 2.533
H -0.086 2.372 -2.053
C 0.701 -2.200 1.869
C 0.185 0.180 -1.170
C -0.908 1.068 -0.867
```

Calculated values
Frontier orbital gap (spin up / spin down) ... 7.38 / 7.43 eV
M ... 107.2 g mol⁻¹
Calculated total energy ... -8887.8224 eV
ΔE to the lowest compared entry with this formula, charge and spin ... 7.334 eV

# 2
Computed, not measured: 2 unconnected molecules or ions with the total composition C7H9N, with ωB97M-V/def2-TZVPD.

Geometry as XYZ:
```
17
C7H9N (ωB97M-V/def2-TZVPD)
C -0.273 -0.865 0.407
H -1.516 2.250 0.479
N 0.154 0.437 -1.664
C 1.942 -0.842 -0.557
C -1.332 1.762 1.394
C 1.406 0.058 -1.504
H -0.944 -0.946 1.319
H -0.496 2.132 1.999
H -1.674 0.083 -0.808
C -1.999 0.590 1.602
H 1.452 -2.002 1.206
H 3.103 -1.130 -0.706
H 1.977 0.409 -2.328
H -2.683 0.133 0.955
C 1.049 -1.325 0.460
H -1.575 0.179 2.691
C -0.580 -0.072 -0.663
```

Calculated values
Frontier orbital gap ... 9.86 eV
M ... 107.2 g mol⁻¹
SMILES ... c1ccncc1.C=C
Calculated total energy ... -8891.5013 eV
ΔE to the lowest compared entry with this formula, charge and spin ... 3.655 eV

# 3
Computed, not measured: a gas-phase ion, C7H9N2O2 (charge +1), with ωB97M-V/def2-TZVPD.

Geometry as XYZ:
```
20
C7H9N2O2 (ωB97M-V/def2-TZVPD)
N 3.322 -0.529 -0.407
H -4.002 0.090 0.342
H 4.037 -0.734 0.248
C 2.117 -0.190 0.017
C -0.318 -0.327 -0.318
C -2.278 1.017 -0.108
C -0.900 0.930 -0.294
C -1.033 -1.451 -0.105
H -0.399 -2.425 -0.161
C -3.001 -0.122 0.172
H 3.366 -1.046 -1.246
H -0.495 2.610 -1.172
H 1.271 1.067 1.341
O -0.051 2.020 -0.618
C -2.378 -1.385 0.155
H -2.723 -2.371 0.289
O 1.069 -0.547 -0.670
H 2.943 0.922 1.535
H -2.695 1.922 -0.100
N 2.145 0.547 1.099
```

Calculated values
Frontier orbital gap (spin up / spin down) ... 5.13 / 5.99 eV
M ... 153.2 g mol⁻¹
Multiplicity ... 3
Total charge ... +1
Calculated total energy ... -14468.3402 eV
ΔE to the lowest compared entry with this formula, charge and spin ... 0.000 eV

# 4
Computed, not measured: a gas-phase ion, C7H9N2O3 (charge +1), with ωB97M-V/def2-TZVPD.

Geometry as XYZ:
```
21
C7H9N2O3 (ωB97M-V/def2-TZVPD)
C 2.400 -0.346 -0.251
O -1.629 1.363 -2.489
H -0.734 1.716 -2.914
N -3.596 -0.872 -1.033
H 2.111 0.294 -1.020
O -0.377 0.641 -0.788
H 1.412 -0.767 1.595
O -1.411 -1.945 1.556
H 0.396 1.835 1.543
H 2.562 -1.381 -0.492
C 1.372 1.411 1.404
C -0.903 -1.118 0.691
C 1.319 -0.088 0.828
H 1.888 1.355 2.441
H -1.612 -2.806 1.201
C -1.495 0.471 -1.487
H 2.042 2.083 0.790
N -4.454 -1.548 -0.768
C -2.491 -0.317 -1.107
H 3.309 0.198 0.061
C -0.109 -0.178 0.239
```

Calculated values
Frontier orbital gap (spin up / spin down) ... 8.00 / 8.00 eV
M ... 169.2 g mol⁻¹
Total charge ... +1
Calculated total energy ... -16513.9461 eV
ΔE to the lowest compared entry with this formula, charge and spin ... 5.408 eV